Molecular formula: C31H48Cl3N4O4PrSi
Method: DFT, ωB97M-V with the def2-TZVPD basis set

Structure (XYZ):
```
92
C31H48Cl3N4O4PrSi, DFT ωB97M-V with the def2-TZVPD basis set
O 0.39189 0.02822 1.97657
C -0.95353 -3.80556 0.52320
C 0.83641 2.71747 -4.27276
C 3.32256 -2.88898 -1.87733
C 3.14065 -0.60316 -2.83795
H 1.25095 6.48282 1.43700
H -1.50735 0.41005 5.75835
C -1.45172 -2.26534 -1.74174
H -3.27624 -1.66057 -0.79224
H -1.57627 -4.16017 3.76474
C -0.42527 -4.41053 -5.57382
H -2.86534 -3.07526 1.25429
H 4.26201 -2.96699 -2.43714
H -3.36751 -1.16122 6.31562
C -1.92454 2.96121 -2.97380
C -1.52132 -0.60784 5.36273
H 2.54028 -3.39892 -2.45852
H 0.25566 -2.55358 3.19457
H 2.28921 -1.77931 0.22815
H -1.80992 3.90624 1.68624
H -1.20791 7.18724 1.13723
H 0.22238 0.28908 6.93369
H 1.37067 -1.06977 6.84934
C -2.13058 -3.05158 0.43816
H -2.53483 2.43728 -2.21827
H 0.27371 -3.87334 -6.23312
Cl 1.49573 3.78976 -0.88499
Si -0.78245 1.84575 -3.92144
C -2.17387 -2.08074 -5.63511
C 3.47014 1.65437 5.46440
C 0.05923 -3.60088 -0.42642
H -1.27850 -4.70718 -6.20544
C -1.47203 1.01882 -5.42767
H -1.70755 1.77582 -6.19634
C 0.90911 5.88897 2.29877
C -1.47315 -2.45941 -4.35872
C -0.76569 4.15931 1.94226
H 1.54231 5.00829 2.41751
H -0.80362 -4.50858 1.35016
H -1.41449 -1.69475 -6.33575
Cl -0.05598 0.55697 -2.06094
H 0.94478 6.52010 3.19565
H 3.01938 2.31399 6.21945
C -0.77196 -3.65913 -4.35187
H 3.47491 0.39353 -2.53215
C -0.49636 -1.03532 4.51534
H -2.86152 -1.28948 -3.09258
H -2.92465 -1.30618 -5.45728
H 1.36147 3.03439 -3.35672
H -2.61154 3.44736 -3.68074
H -1.40577 3.76256 -2.41817
O 0.09434 3.22655 2.04226
N 0.62347 -0.19812 4.25672
C -2.57951 -2.77423 5.09691
Pr 0.30404 1.64342 0.20437
H 1.96052 0.57421 7.19147
H 1.01200 -4.13921 -0.34025
C -1.86924 -1.74353 -3.05014
H 2.90315 1.38562 2.54173
H 0.10076 -5.32306 -5.26798
C -0.53138 -2.29022 3.90626
H 0.65859 3.62975 -4.86017
C -1.56077 -3.16958 4.22021
H 4.13571 0.93937 5.97046
N 1.43299 0.28211 5.22341
O -0.89595 -1.10595 -3.80916
H -2.42021 0.51518 -5.18441
H -0.76429 0.30851 -5.88438
H -2.43655 6.01000 1.69566
C -2.37148 -2.26912 -0.68137
H 4.09001 2.27216 4.80058
H -2.67059 -2.95049 -6.08813
H -0.50629 -4.13636 -3.41366
H -1.58676 7.04900 2.86922
C 2.49809 -1.01976 -0.53458
C -1.48044 6.48397 1.93576
Cl -2.36535 1.67232 0.30215
C 2.28412 0.93224 3.29640
H 1.50678 2.07334 -4.85598
H 3.86761 -1.06805 -3.50729
H 3.42128 -3.38933 -0.90811
C -0.15310 -2.74727 -1.50343
C 1.22783 -0.00520 6.62295
H -3.38726 -3.46900 5.35011
H 2.17891 -0.50988 -3.36434
O 2.27267 0.20780 -0.32366
C 1.07351 0.22380 3.03338
H 0.64924 -2.48257 -2.20459
N 2.99731 -1.47949 -1.68240
C -2.56298 -1.49033 5.65457
N -0.47145 5.44153 2.08710
C 2.43866 0.97406 4.65794
```

## Properties
ΔE to the lowest compared entry with this formula, charge and spin = 491.7 kJ/mol
frontier orbital gap = 3.5671 eV
molecular weight = 816.102 g/mol
spin multiplicity = 3
HOMO energy = -3.68 eV
lowest unoccupied orbital energy = -0.0040 hartree

Molecular formula: C3H7N2O
Method: DFT, ωB97M-V with the def2-TZVPD basis set

Structure (XYZ):
```
13
C3H7N2O, DFT ωB97M-V with the def2-TZVPD basis set
H 0.10227 2.24138 0.91992
H 0.63187 1.06521 2.10680
H 1.15418 -1.23966 0.89286
H -0.68501 1.41073 -1.34094
H 0.96546 -1.93993 -1.67949
O -0.20912 -0.38311 -1.82409
C -0.10860 1.32697 1.33856
H -1.15816 1.47213 1.89323
C -0.11852 0.22594 0.36281
N -0.82891 0.50294 -0.92531
H -0.45158 -2.27765 -0.86923
N 0.48140 -0.92398 0.22038
C 0.22471 -1.48096 -1.09551
```

## Properties
ΔE to the lowest compared entry with this formula, charge and spin = 328.0 kJ/mol
frontier orbital gap = 9.8319 eV
molecular weight = 87.102 g/mol
net charge = +1
SMILES = CC1=[NH+]CON1
HOMO energy = -14.53 eV
lowest unoccupied orbital energy = -0.1727 hartree

Molecular formula: C16H31ClF2O7S
Method: DFT, ωB97M-V with the def2-TZVPD basis set

Structure (XYZ):
```
58
C16H31ClF2O7S, DFT ωB97M-V with the def2-TZVPD basis set
H 1.17026 -0.11838 1.59574
H -0.56855 -3.57412 3.40141
H -3.69326 3.72160 -1.49807
H -0.16365 -5.94384 4.12238
C 1.35801 -0.02637 0.51546
H -6.10378 5.35245 0.55584
H 0.62234 -5.60709 2.56666
H -5.98803 3.90569 -1.49455
H -4.69160 4.27922 0.62474
C -5.32536 4.76987 -1.37789
H 4.81250 0.11040 -1.76667
H 0.86882 4.29240 0.29487
H -4.47809 5.96972 0.19956
O -1.92851 3.19771 0.50235
H 1.71927 2.05572 0.42648
F 3.48177 0.66430 1.22159
Cl -3.50153 -0.79013 -0.98387
C 5.50035 -0.36700 -1.05339
H 0.85956 1.48300 -0.99460
C 4.89499 -1.63214 -0.44763
H 6.35965 -0.68449 -1.66294
H -5.75833 5.61002 -1.92045
S 2.44646 -2.77748 -0.37796
H -1.62258 -1.82771 -1.95865
O -4.06827 4.47115 -1.97632
O 1.00114 -2.46818 0.21927
C 2.88309 -0.06216 0.20391
H -1.31170 -0.32871 0.72763
H -1.83247 -4.79521 1.18478
H -1.51374 1.20659 -1.52599
H -2.01208 0.36966 -3.02774
F 5.93035 0.54953 -0.12007
O 2.88686 -3.98345 0.22569
C 3.51571 -1.46826 0.27246
C -0.97876 -1.07076 -0.00431
C -1.34542 0.32920 -2.15833
C 0.05692 4.00513 -0.39500
H 4.86472 -2.38139 -1.24810
H -0.50655 4.90087 -0.64963
C 0.90650 1.38650 0.09735
C -0.80362 2.96943 0.32342
C -0.33940 -5.69238 3.07489
H -0.88044 -6.51700 2.60385
O 2.47188 -2.82097 -1.80311
O -1.33595 -4.06902 1.57946
H -0.31560 0.22879 -2.52167
H 2.98703 0.43338 -0.76971
O -0.28128 1.79545 0.78846
H 0.56206 3.61054 -1.28447
C -1.12044 -4.39810 2.94970
C -5.14639 5.11453 0.08766
H 3.65618 -1.68779 1.33645
C 0.56692 -1.13789 -0.19766
C -1.72742 -0.92510 -1.34875
H 5.60852 -2.00651 0.29771
H -2.09002 -4.48165 3.45156
H 0.76565 -1.08656 -1.28206
H -1.32472 -2.05297 0.39823
```

## Properties
frontier orbital gap = 10.3643 eV
molecular weight = 440.933 g/mol
SMILES = CC(=O)OC[C@@H]1[C@@H](F)[C@H](CCF)S(=O)(=O)O[C@H]1C[C@H](C)Cl.CCO.CCO
HOMO energy = -10.00 eV
lowest unoccupied orbital energy = 0.0134 hartree

Molecular formula: C3H8N2O2
Method: DFT, ωB97M-V with the def2-TZVPD basis set

Structure (XYZ):
```
15
C3H8N2O2, DFT ωB97M-V with the def2-TZVPD basis set
H -0.44627 -1.41263 -1.42890
H 2.10487 -0.38360 2.18696
H -2.06145 -1.94704 1.39020
H 1.35644 -1.64288 0.49820
O -1.08958 0.63059 -1.79504
H 0.93214 -0.26570 -0.44951
O -1.92540 -2.08815 0.45452
H 1.48986 1.87938 0.85313
N 1.89167 1.36984 1.61622
N 1.73154 0.14018 1.37657
C -1.04686 -0.49363 -1.11150
C 1.40250 -0.63226 0.31633
H -2.49700 0.00232 0.29061
C -1.78533 -0.77511 -0.01818
H -0.42756 0.64634 -2.53532
```

## Properties
ΔE to the lowest compared entry with this formula, charge and spin = 305.6 kJ/mol
frontier orbital gap (alpha / beta) = 6.1486 / 7.9114 eV
molecular weight = 104.109 g/mol
spin multiplicity = 3
HOMO energy (alpha / beta) = -5.54 / -8.42 eV
lowest unoccupied orbital energy (alpha / beta) = 0.0225 / -0.0188 hartree

Molecular formula: C2H4P4
Method: DFT, ωB97M-V with the def2-TZVPD basis set

Structure (XYZ):
```
10
C2H4P4, DFT ωB97M-V with the def2-TZVPD basis set
P 1.48936 0.38949 -0.46711
H -0.82172 0.83335 -1.21287
H 0.30629 -3.00691 0.81524
P -0.08725 -0.19192 0.95209
P -3.01154 0.16902 -0.20504
H -1.15708 1.61036 0.31607
P -0.22718 -2.14398 -0.19153
C -1.34315 0.72626 -0.27413
H 2.51268 0.67406 0.60345
C 1.27440 -1.20449 0.18247
```

## Properties
ΔE to the lowest compared entry with this formula, charge and spin = 534.2 kJ/mol
frontier orbital gap (alpha / beta) = 6.4665 / 6.2875 eV
molecular weight = 151.950 g/mol
HOMO energy (alpha / beta) = -7.80 / -7.48 eV
lowest unoccupied orbital energy (alpha / beta) = -0.0490 / -0.0439 hartree